{
  "formula": "C56H44Br2ClN4O4Zr",
  "method": "the ωB97M-V functional and the def2-TZVPD basis",
  "symbols": ["Zr", "C", "O", "C", "C", "C", "C", "C", "C", "C", "C", "C", "C", "C", "N", "C", "C", "C", "C", "C", "C", "C", "C", "C", "C", "O", "C", "C", "C", "C", "N", "C", "C", "C", "C", "C", "C", "O", "C", "C", "C", "C", "C", "C", "C", "N", "C", "C", "N", "C", "C", "C", "C", "O", "C", "C", "C", "H", "H", "H", "H", "H", "H", "H", "H", "H", "H", "H", "H", "H", "H", "H", "H", "H", "H", "H", "H", "H", "H", "H", "H", "H", "H", "H", "H", "H", "H", "H", "H", "H", "H", "H", "H", "Br", "C", "Br", "H", "H", "Cl", "C", "C", "C", "C", "C", "C", "C", "H", "H", "H", "H", "H", "H"],
  "positions_angstrom": [[-0.014365, 0.360715, -0.275917], [-2.633111, -3.572232, -8.923332], [-1.801504, -2.493385, -8.529163], [-1.581652, -2.308707, -7.209690], [-0.741099, -1.242347, -6.879968], [-0.451335, -0.973880, -5.560727], [-1.003535, -1.748415, -4.536915], [-1.842428, -2.803295, -4.875407], [-2.130813, -3.095920, -6.201025], [-0.697522, -1.435812, -3.123005], [-1.763505, -1.181033, -2.252408], [-3.117305, -1.086632, -2.649905], [-3.856710, -0.908802, -1.518026], [-2.953234, -0.841234, -0.422911], [-1.662259, -0.975104, -0.878158], [-3.294157, -0.609654, 0.948861], [-2.441151, 0.081718, 1.797009], [-2.853555, 0.756488, 3.003581], [-1.758954, 1.315140, 3.561814], [-0.632921, 0.947056, 2.746996], [0.706928, 1.095472, 3.119242], [1.020235, 1.735527, 4.424995], [0.581664, 1.189165, 5.623339], [0.883264, 1.780264, 6.843362], [1.645206, 2.944765, 6.869282], [1.993889, 3.609854, 7.993429], [1.597898, 3.064547, 9.240028], [2.100597, 3.499834, 5.672307], [1.791596, 2.898658, 4.471040], [1.766795, 0.590748, 2.367311], [1.682421, 0.083904, 1.100227], [2.933784, -0.435316, 0.797674], [3.307337, -1.049553, -0.374873], [4.724847, -1.483426, -0.519541], [5.725938, -0.545405, -0.724188], [7.055798, -0.924773, -0.861437], [7.389962, -2.273411, -0.789597], [8.645757, -2.761395, -0.903537], [9.700411, -1.839865, -1.114829], [6.388681, -3.225986, -0.585125], [5.074572, -2.832160, -0.454919], [2.442769, -1.305265, -1.464967], [2.838059, -1.904727, -2.692852], [1.726947, -1.983441, -3.479113], [0.642360, -1.440028, -2.737101], [1.106633, -1.013692, -1.501304], [3.816793, -0.213193, 1.919281], [3.111410, 0.430410, 2.869226], [-1.080032, 0.292381, 1.619805], [-4.540914, -1.125935, 1.567584], [-5.807039, -1.208036, 0.971039], [-6.887865, -1.735135, 1.637526], [-6.752821, -2.236443, 2.934299], [-7.877000, -2.716675, 3.500323], [-7.777864, -3.305623, 4.786067], [-5.499268, -2.220716, 3.533207], [-4.423158, -1.679374, 2.845278], [-2.659281, -3.545809, -10.008515], [-3.645877, -3.452485, -8.530712], [-2.219504, -4.527914, -8.591627], [-0.333725, -0.638675, -7.678100], [0.189592, -0.136986, -5.310610], [-2.260245, -3.424391, -4.093386], [-2.772748, -3.932370, -6.430590], [-3.472473, -1.128843, -3.664313], [-4.914056, -0.746501, -1.492304], [-3.871647, 0.831834, 3.342379], [-1.706666, 1.912682, 4.454862], [0.003295, 0.273512, 5.611587], [0.527427, 1.323785, 7.754665], [2.013463, 3.721865, 9.998146], [1.997246, 2.056218, 9.374092], [0.508827, 3.044854, 9.333055], [2.690336, 4.404659, 5.712902], [2.145313, 3.337710, 3.546467], [5.468102, 0.505491, -0.779034], [7.809357, -0.168493, -1.022376], [10.606290, -2.434380, -1.180859], [9.784915, -1.139917, -0.279938], [9.560384, -1.286533, -2.046638], [6.672050, -4.267708, -0.529357], [4.305671, -3.578157, -0.294933], [3.834534, -2.239844, -2.922226], [1.647019, -2.408939, -4.464925], [4.839946, -0.544732, 1.964311], [3.436225, 0.731238, 3.850063], [-5.988952, -0.840818, -0.022388], [-7.860373, -1.772473, 1.167745], [-8.773029, -3.669982, 5.023274], [-7.471705, -2.568029, 5.532015], [-7.075082, -4.142277, 4.781614], [-5.336734, -2.641733, 4.513928], [-3.448391, -1.745030, 3.309491], [0.454765, 3.403584, 0.827758], [1.701935, 3.812611, -0.586020], [2.454432, 2.196152, -1.316033], [2.508867, 4.389885, -0.151963], [1.169004, 4.337463, -1.370226], [0.563930, 2.895163, -4.335604], [-0.436318, 3.816505, -3.233415], [-0.571238, 5.174915, -3.488886], [-1.379812, 5.947950, -2.674909], [-2.065795, 5.346884, -1.625212], [-1.917013, 3.994680, -1.386710], [-1.080209, 3.184589, -2.165648], [-0.942643, 1.740914, -1.874591], [-0.049849, 5.608173, -4.330542], [-1.488263, 7.005159, -2.871917], [-2.718566, 5.935180, -0.995002], [-2.454626, 3.533250, -0.565453], [-0.535101, 1.221416, -2.753196], [-1.968434, 1.354071, -1.754397]],
  "forces_ev_per_a": [[-0.4, 0.3, -0.4], [0.0, 0.0, 0.0], [0.0, 0.0, 0.0], [0.0, 0.0, -0.1], [0.0, 0.0, 0.0], [0.0, 0.0, 0.0], [-0.1, 0.0, 0.1], [0.1, 0.0, 0.0], [0.0, 0.0, 0.0], [-0.1, 0.0, 0.0], [0.2, 0.0, 0.0], [0.0, -0.1, 0.1], [0.1, 0.0, 0.0], [0.0, -0.2, 0.2], [-0.1, 0.2, -0.1], [0.0, 0.2, -0.1], [0.0, 0.1, 0.0], [0.0, -0.1, -0.1], [0.1, 0.0, 0.0], [0.1, 0.0, 0.1], [-0.1, 0.0, 0.0], [0.0, 0.0, 0.0], [0.0, 0.0, 0.0], [0.0, 0.0, 0.0], [0.0, 0.0, 0.0], [0.0, 0.0, -0.1], [0.0, 0.0, 0.0], [0.0, 0.0, 0.0], [0.0, 0.0, 0.0], [0.0, 0.0, 0.1], [0.1, -0.1, 0.0], [0.0, 0.2, 0.1], [0.0, -0.1, -0.1], [0.1, 0.1, 0.0], [0.0, 0.0, 0.0], [0.0, 0.0, 0.0], [0.0, 0.0, 0.0], [-0.1, 0.0, 0.0], [0.0, 0.0, 0.0], [0.0, 0.0, 0.0], [0.0, 0.0, 0.0], [0.1, 0.1, 0.1], [0.0, 0.0, 0.0], [0.0, 0.0, 0.0], [0.1, -0.1, 0.1], [0.0, -0.1, 0.0], [0.0, 0.0, -0.1], [-0.1, 0.0, 0.0], [0.0, 0.0, -0.1], [0.0, -0.1, 0.0], [-0.1, 0.1, 0.0], [0.0, 0.0, 0.0], [0.0, 0.0, 0.0], [0.0, 0.0, -0.1], [0.0, 0.0, 0.1], [-0.1, 0.0, 0.0], [0.0, -0.2, 0.0], [0.0, 0.0, 0.0], [0.0, 0.0, 0.0], [0.0, 0.0, 0.0], [0.0, 0.0, 0.0], [0.0, 0.0, 0.0], [0.0, 0.0, 0.0], [0.0, 0.0, 0.0], [0.0, 0.0, 0.0], [-0.1, -0.1, 0.0], [0.0, 0.0, 0.0], [0.0, 0.0, 0.0], [0.0, 0.0, 0.0], [0.0, 0.0, 0.0], [0.0, 0.0, 0.0], [0.0, 0.0, 0.0], [0.0, 0.0, 0.0], [0.0, 0.0, 0.0], [0.0, 0.0, 0.0], [0.0, 0.0, 0.0], [0.0, 0.0, 0.0], [0.0, 0.0, 0.0], [0.0, 0.0, 0.0], [0.0, 0.0, 0.0], [0.0, 0.0, 0.0], [0.0, 0.0, 0.0], [0.0, 0.0, 0.0], [0.0, 0.0, 0.0], [0.0, 0.0, 0.0], [0.0, 0.0, 0.0], [0.0, 0.1, 0.0], [0.0, 0.0, 0.0], [0.0, 0.0, 0.0], [0.0, 0.0, 0.0], [0.0, 0.0, 0.0], [0.0, 0.0, 0.0], [0.0, 0.1, 0.0], [0.1, -0.1, 0.1], [0.0, 0.1, 0.0], [0.0, 0.0, 0.0], [0.0, 0.0, 0.0], [0.0, 0.0, 0.0], [0.0, 0.0, 0.0], [0.0, 0.0, 0.0], [0.0, 0.0, 0.0], [0.0, 0.0, 0.0], [0.0, 0.0, 0.0], [0.1, 0.0, 0.0], [0.2, 0.1, -0.1], [-0.3, -0.2, 0.2], [0.0, 0.0, 0.0], [0.0, 0.0, 0.0], [0.0, 0.0, 0.0], [0.0, 0.0, 0.0], [0.0, 0.0, 0.1], [0.1, 0.0, 0.0]],
  "max_force_ev_per_a": 0.6,
  "mol_weight_da": 1123.48,
  "total_charge": 1,
  "orbital_gap_ev": 5.421,
  "de_lowest_kcal_mol": 23.86
}